Computed, not measured: C46H55FINO14PS as an isolated structure, with ωB97M-V/def2-TZVPD.

Atoms and positions in Å:
C: 2.9480 -0.3607 -1.7685
C: 2.9434 1.0620 -1.1738
C: 2.1653 1.1902 0.1882
C: 3.5452 2.1116 -1.7853
C: 2.8849 3.4507 -2.1661
C: 1.3435 3.4620 -2.0257
C: 0.5573 3.8265 -3.3444
C: 0.9982 2.8266 -4.4400
C: -0.9507 3.8828 -2.9513
C: -1.9938 3.0653 -3.7594
C: -2.7185 1.9680 -2.8963
O: -4.1023 2.3493 -2.7924
C: -4.8099 1.5203 -1.8998
C: -4.4569 1.8364 -0.3953
C: -4.0500 3.3851 -0.3031
C: -2.5876 3.6220 0.2074
O: -3.8588 3.8651 1.0091
P: -6.6612 2.0603 -2.1113
O: -7.5305 1.3411 -0.8703
O: -6.7828 3.7009 -1.9054
C: -4.7599 -0.0254 -2.2361
S: -6.2044 -0.4379 -3.3404
N: -3.4774 -0.5053 -2.8854
I: -4.1036 -1.8365 -4.4979
C: -2.7055 -1.4357 -1.9856
C: -2.0146 -0.7644 -0.7654
C: -0.8114 -1.6852 -0.3095
C: -0.5109 -1.5614 1.1906
O: -0.4224 -2.5400 1.8311
O: -0.3440 -0.3067 1.7323
C: -2.6549 0.5639 -3.5460
C: -1.1790 0.1544 -3.7770
F: -3.1826 0.7291 -4.8291
H: 1.9217 -0.5435 -2.1524
H: 3.6408 -0.3619 -2.6293
H: 3.2034 -1.1356 -1.0205
H: 1.5636 0.2716 0.3342
H: 1.4576 2.0401 0.1244
H: 2.8343 1.3793 1.0379
H: 4.6276 2.0127 -1.9957
H: 3.2615 3.7307 -3.1631
H: 3.2935 4.2233 -1.4730
H: 0.9155 2.5122 -1.6571
H: 1.0950 4.2370 -1.2720
H: 0.9225 4.8331 -3.6249
H: 2.0046 3.1150 -4.7970
H: 1.0876 1.7901 -4.0759
H: 0.3562 2.9132 -5.3402
H: -1.2638 4.9445 -2.9869
H: -1.0171 3.6179 -1.8754
H: -1.6555 2.5784 -4.6829
H: -2.7961 3.7595 -4.0758
H: -2.2732 2.0249 -1.8860
H: -3.5624 1.3176 -0.0205
H: -5.3267 1.8059 0.2827
H: -4.4320 4.0694 -1.0829
H: -2.1167 2.7671 0.7102
H: -2.1913 4.6372 0.2918
H: -6.9755 0.7023 -0.3915
H: -6.8013 3.8798 -0.9424
H: -5.0057 -0.5531 -1.2986
H: -6.2425 0.4284 -4.3873
H: -3.4601 -2.1317 -1.5694
H: -2.0252 -2.0909 -2.5520
H: -1.5771 0.2233 -0.9623
H: -2.7359 -0.7682 0.0719
H: 0.0749 -1.2617 -0.8335
H: -0.9278 -2.7277 -0.6333
H: -1.0732 -0.1602 2.3597
H: -1.2100 -0.8718 -4.1968
H: -0.5900 0.1002 -2.8474
H: -0.6929 0.7779 -4.5327
C: -9.3968 -2.0948 -2.7112
C: -10.6595 -1.9824 -3.1145
C: -11.5914 -3.1356 -3.0445
O: -12.7404 -3.0378 -3.4125
C: -11.0585 -4.4125 -2.5070
C: -9.7938 -4.5196 -2.1045
C: -8.8672 -3.3677 -2.1754
O: -7.7098 -3.4586 -1.8066
H: -8.7000 -1.2680 -2.7520
H: -11.0630 -1.0579 -3.5083
H: -11.7519 -5.2425 -2.4625
H: -9.3877 -5.4426 -1.7103
C: -0.0390 -1.9874 4.8407
C: 1.2349 -2.2965 4.6198
C: 2.2737 -2.0614 5.6495
O: 3.4370 -2.3413 5.4440
C: 1.8371 -1.4703 6.9378
C: 0.5607 -1.1609 7.1591
C: -0.4773 -1.3962 6.1263
O: -1.6418 -1.1156 6.3239
H: -0.8065 -2.1524 4.0988
H: 1.5694 -2.7296 3.6854
H: 2.6092 -1.3063 7.6787
H: 0.2236 -0.7276 8.0923
C: 7.4219 -1.6809 2.5311
C: 6.9950 -0.7019 1.7372
C: 5.5560 -0.3633 1.6429
O: 5.1617 0.5297 0.9176
C: 4.6107 -1.1552 2.4680
C: 5.0369 -2.1341 3.2630
C: 6.4785 -2.4718 3.3555
O: 6.8726 -3.3620 4.0800
H: 8.4672 -1.9424 2.6117
H: 7.6713 -0.1139 1.1294
H: 3.5630 -0.8919 2.3868
H: 4.3610 -2.7221 3.8730
C: 10.7689 -2.7274 5.6731
C: 10.4204 -2.4906 4.4113
C: 11.1993 -1.5642 3.5576
O: 10.8780 -1.3471 2.4042
C: 12.3840 -0.9106 4.1610
C: 12.7345 -1.1458 5.4233
C: 11.9546 -2.0738 6.2787
O: 12.2743 -2.2899 7.4276
H: 10.2106 -3.4010 6.3109
H: 9.5603 -2.9607 3.9538
H: 12.9409 -0.2375 3.5215
H: 13.5962 -0.6770 5.8815

Forces on atoms 1 to 3 (eV/Å):
1.31 0.77 0.80
-0.78 -0.48 1.25
-1.10 0.25 -2.01

Summary:
**Total energy**: -4030.4129 a.u.
**LUMO energy**: -5.1 eV
**Orbital gap**: 0.162 hartree
**Charge**: +1
**E_HOMO**: -9.49 eV



Computed, not measured: a 2-piece molecular cluster, C10H16 overall, with ωB97M-V/def2-TZVPD.

Atoms and positions in Å:
C: -1.3841 2.0336 -0.0040
C: -2.5714 1.8154 -0.9654
H: -1.2183 3.0869 0.1996
H: -1.3969 1.5060 0.9446
H: -0.5233 1.7143 -0.6269
H: -3.5176 1.8980 -0.4304
H: -2.5076 0.8153 -1.3950
H: -2.6089 2.5076 -1.8093
C: -0.1620 -2.3095 0.0390
C: -0.9355 -2.2204 1.3582
C: 0.8851 -1.2080 -0.1529
C: 1.7108 -0.8726 0.9911
C: 0.8741 -0.3266 -1.1975
C: 2.5787 0.2243 0.9090
C: 1.7038 0.8603 -1.2307
C: 2.5947 1.1173 -0.1413
H: 0.3171 -3.2910 -0.0342
H: -0.8568 -2.2208 -0.7914
H: -0.3642 -2.0751 2.2688
H: 1.8404 -1.5706 1.8113
H: 0.2188 -0.4055 -2.0632
H: 3.3501 0.3800 1.6685
H: 1.7306 1.4272 -2.1567
H: 3.2477 1.9800 -0.1274
H: -1.1829 -3.2705 1.6303
H: -1.8225 -1.5958 1.3058

Forces on atoms 1 to 3 (eV/Å):
0.55 0.20 -1.84
-0.24 -0.21 0.87
-0.14 0.27 0.13

Summary:
**Total energy**: -390.5614 a.u.
**LUMO energy (alpha / beta)**: 3.9 / 3.8 eV
**<S²>**: 0.76
**Multiplicity**: 2
**Orbital gap (alpha / beta)**: 0.113 / 0.260 hartree
**Charge**: -1
**E_HOMO (alpha / beta)**: 0.78 / -3.24 eV



Computed, not measured: C49H54As3CdF12GeNO2S2 as an isolated structure, with ωB97M-V/def2-TZVPD.

Atoms and positions in Å:
Cd: 0.6045 1.2235 0.6211
C: 3.7161 4.0498 -4.9426
C: 2.8549 3.8812 -3.7156
C: 1.6457 4.5471 -3.5683
C: 0.8238 4.2775 -2.4963
C: 1.1411 3.3162 -1.5059
N: 0.2111 2.9279 -0.5784
C: -1.1471 3.0729 -0.7743
C: -1.7336 2.9318 -2.0488
C: -3.0923 2.9341 -2.2582
C: -3.9715 3.1161 -1.1977
C: -5.4647 3.1064 -1.4064
C: -3.4240 3.2591 0.0686
C: -2.0512 3.2210 0.3172
C: -1.5048 3.2871 1.7580
O: -0.6400 2.3032 2.1049
C: -0.8873 4.7271 1.9834
F: -0.1498 5.1846 0.9671
F: -0.1089 4.7700 3.0804
F: -1.8534 5.6778 2.1684
C: -2.6601 3.1681 2.8191
F: -3.6832 4.0675 2.7892
F: -2.1555 3.2630 4.0721
F: -3.2489 1.9574 2.7204
C: 2.5012 2.8359 -1.5270
C: 3.2659 3.0722 -2.6666
C: 3.1512 2.0689 -0.3442
O: 2.5539 0.8892 0.0114
C: 3.3065 3.0518 0.9184
F: 4.4272 3.8177 0.8877
F: 2.3117 3.9200 1.0973
F: 3.3806 2.3374 2.0659
C: 4.6471 1.6747 -0.6321
F: 5.2101 1.1572 0.4901
F: 5.4819 2.6697 -1.0354
F: 4.7400 0.7185 -1.5686
H: 3.1765 4.5976 -5.7171
H: 3.9990 3.0741 -5.3452
H: 4.6347 4.5992 -4.7145
H: 1.3306 5.2656 -4.3202
H: -0.1250 4.7891 -2.4110
H: -1.0728 2.7754 -2.8838
H: -3.4752 2.7704 -3.2611
H: -5.7381 3.6626 -2.3055
H: -5.9809 3.5539 -0.5548
H: -5.8340 2.0830 -1.5284
H: -4.1146 3.3985 0.8874
H: 4.2352 2.6062 -2.7674
C: -1.2018 0.1325 4.2697
As: 0.2831 -0.3223 3.0709
C: 1.6492 0.5714 4.1535
C: 0.3615 -2.1490 3.9445
C: 1.3883 -3.2493 3.6395
C: 2.7835 -2.7319 4.0117
C: 1.3717 -3.7545 2.1968
As: 1.9276 -2.6204 0.6491
C: 3.8956 -2.7886 0.7960
C: 1.7469 -4.1956 -0.5414
C: 1.0918 -4.4497 4.5645
As: -0.4720 -5.6719 4.4341
C: -0.0219 -6.7056 2.8137
C: -1.9539 -4.6663 3.6245
H: -1.0415 -0.3012 5.2593
H: -2.1533 -0.2171 3.8691
H: -1.2375 1.2136 4.3516
H: 1.6523 0.2124 5.1847
H: 1.3974 1.6330 4.1353
H: 2.6409 0.4567 3.7198
H: -0.6442 -2.5454 3.7915
H: 0.4509 -1.9116 5.0103
H: 3.0176 -1.8550 3.4079
H: 3.5469 -3.4931 3.8310
H: 2.8244 -2.4460 5.0664
H: 0.3421 -4.0163 1.9349
H: 1.9675 -4.6728 2.1467
H: 4.1997 -3.7460 1.2241
H: 4.3071 -1.9703 1.3856
H: 4.3048 -2.7017 -0.2121
H: 2.2328 -5.0736 -0.1078
H: 2.1900 -3.9775 -1.5118
H: 0.6891 -4.4075 -0.7005
H: 1.0640 -4.0925 5.5996
H: 1.9336 -5.1518 4.5131
H: 1.0193 -7.0262 2.8445
H: -0.1864 -6.1251 1.9070
H: -0.6499 -7.5967 2.7784
H: -2.3538 -3.9219 4.3115
H: -2.7454 -5.3868 3.4109
H: -1.6655 -4.1758 2.6951
S: -2.1933 0.0105 0.1531
C: -3.7484 -0.5753 0.7670
C: -4.9954 -0.0398 1.0205
C: -5.9777 -0.9096 1.4872
C: -5.7185 -2.2641 1.6794
C: -4.4653 -2.8057 1.4043
C: -3.4921 -1.9354 0.9550
S: -1.8077 -2.0413 0.4554
H: -5.1992 1.0116 0.8703
H: -6.9633 -0.5191 1.7103
H: -6.5071 -2.9094 2.0481
H: -4.2642 -3.8615 1.5340
Ge: 0.2164 -0.2007 -2.0167
C: -1.3141 -0.2881 -3.3842
C: -1.4642 0.5900 -4.4621
C: -2.5265 0.5001 -5.3526
C: -3.5044 -0.4686 -5.1744
C: -3.3990 -1.3391 -4.0974
C: -2.3211 -1.2442 -3.2276
C: 1.7810 -0.3758 -3.3088
C: 2.9556 -0.9234 -2.7907
C: 4.0802 -1.1432 -3.5705
C: 4.0762 -0.7835 -4.9117
C: 2.9316 -0.2135 -5.4486
C: 1.8036 -0.0236 -4.6586
H: 0.1605 -1.8114 -1.8990
H: -0.7386 1.3829 -4.6141
H: -2.5952 1.1906 -6.1875
H: -4.3400 -0.5381 -5.8625
H: -4.1587 -2.0985 -3.9427
H: -2.2493 -1.9430 -2.3991
H: 2.9885 -1.1513 -1.7335
H: 4.9724 -1.5757 -3.1288
H: 4.9572 -0.9380 -5.5253
H: 2.9142 0.0786 -6.4943
H: 0.9199 0.3946 -5.1201

Forces on atoms 1 to 3 (eV/Å):
-0.91 -0.99 0.22
-0.03 -0.03 0.18
0.00 0.08 -0.18

Summary:
**Total energy**: -13051.6260 a.u.
**LUMO energy**: 3.9 eV
**Orbital gap**: 0.199 hartree
**Charge**: -2
**E_HOMO**: -1.53 eV



Computed, not measured: the molecule C5H7NO, with ωB97M-V/def2-TZVPD.

Atoms and positions in Å:
C: -1.7813 -0.6840 -0.6443
C: -0.3765 -0.5388 -0.2553
C: 0.7011 -0.9978 0.3046
N: 0.9258 -1.6706 1.5278
O: -0.1394 -1.6897 2.1179
C: 0.8802 0.2514 -0.4912
C: 1.1635 1.5770 0.1972
H: -2.4168 -1.1151 0.1342
H: -1.7757 -1.3732 -1.4974
H: -2.1789 0.2742 -0.9792
H: 1.2484 0.2062 -1.5145
H: 0.7032 1.6495 1.1905
H: 2.2452 1.7044 0.3267
H: 0.8015 2.4062 -0.4171

Forces on atoms 1 to 3 (eV/Å):
-0.12 0.07 -0.05
0.12 0.01 -0.36
-0.71 0.45 0.24

Summary:
**Total energy**: -324.5214 a.u.
**LUMO energy (alpha / beta)**: -0.5 / -0.5 eV
**Orbital gap (alpha / beta)**: 0.318 / 0.318 hartree
**E_HOMO (alpha / beta)**: -9.18 / -9.17 eV



Computed, not measured: C4H3NOS as an isolated structure, with ωB97M-V/def2-TZVPD.

Atoms and positions in Å:
C: 1.0838 1.2201 0.0970
C: 0.0234 -0.5319 0.1679
C: -1.5894 0.9077 -0.0138
C: -0.2744 0.8004 -0.0175
H: 1.3085 1.6507 1.1567
H: 1.2764 1.9734 -0.6655
H: -2.1787 1.7523 -0.3335
N: -1.1032 -1.3774 0.1041
O: -2.1690 -0.2840 -0.0868
S: 1.8255 -0.4900 -0.0996

Forces on atoms 1 to 3 (eV/Å):
2.54 3.85 1.31
-3.77 -4.99 -1.65
-1.25 0.55 -1.94

Summary:
**Total energy**: -682.2501 a.u.
**LUMO energy**: 0.3 eV
**Orbital gap**: 0.356 hartree
**E_HOMO**: -9.43 eV



Computed, not measured: C4H18IO7 as an isolated structure, with ωB97M-V/def2-TZVPD.

Atoms and positions in Å:
I: -1.6669 -0.2790 -0.4891
O: -1.7816 -1.5857 -2.8357
H: -2.6452 -1.1884 -2.9477
H: -1.4030 -1.1293 -2.0843
O: -2.4099 1.4352 1.5387
H: -1.4716 1.4112 1.7267
H: -2.5067 0.9245 0.7348
O: -0.1679 -2.6971 -0.0594
H: -0.4079 -1.7734 0.0151
H: -0.2843 -3.0472 0.8239
C: 0.3689 1.0931 2.6466
C: 0.6468 0.0534 1.6308
O: -0.4792 -0.8493 1.6633
O: -0.7066 1.9181 2.1828
H: 1.2895 1.6552 2.8034
H: -0.0197 0.6489 3.5630
H: 1.5908 -0.4858 1.7094
H: 0.7683 0.5412 0.6636
H: -1.0662 -0.4769 1.0012
H: -0.8357 2.6713 2.7638
C: 1.1006 0.9075 -1.5031
C: 1.6379 -0.5071 -1.6312
O: 2.2173 -0.9947 -2.8984
O: -0.1252 1.2488 -2.2400
H: 2.0335 1.4587 -1.6215
H: 0.7823 0.9627 -0.4621
H: 0.8829 -1.2365 -1.3376
H: 2.3620 -0.6398 -0.8273
H: 3.1697 -0.9493 -2.7873
H: -0.8729 0.9093 -1.7426

Forces on atoms 1 to 3 (eV/Å):
-5.80 1.11 -4.26
-0.34 -1.88 -3.09
-0.07 0.13 0.06

Summary:
**Total energy**: -987.2474 a.u.
**LUMO energy**: 2.8 eV
**Orbital gap**: 0.260 hartree
**Charge**: -1
**E_HOMO**: -4.24 eV